(1)
{
  "formula": "C2H4N2OS",
  "method": "wB97M-V/def2-TZVPD",
  "total_energy_ha": -661.425575,
  "homo_lumo_gap_ha": 0.3395,
  "e_above_lowest_kj_mol": 419.97,
  "symbols": ["S", "O", "N", "N", "C", "C", "H", "H", "H", "H"],
  "coordinates": [[-0.96, -1.48, 0.23], [-1.06, 1.32, 1.12], [-0.91, 1.05, -0.21], [2.78, -0.16, -0.36], [2.49, -1.13, 0.17], [-0.90, -0.14, -0.70], [-1.19, 2.00, -0.73], [-0.58, -0.37, -1.80], [2.09, -1.93, 0.67], [-1.75, 0.83, 1.61]]
}


(2)
{
  "formula": "C4H9N2O2",
  "method": "wB97M-V/def2-TZVPD",
  "total_energy_ha": -417.313464,
  "homo_lumo_gap_ha": 0.2944,
  "e_above_lowest_kj_mol": 703.35,
  "charge": 1,
  "symbols": ["O", "O", "N", "N", "C", "C", "C", "C", "H", "H", "H", "H", "H", "H", "H", "H", "H"],
  "coordinates": [[1.12, 1.29, -0.67], [1.50, 2.28, 0.38], [0.00, 0.76, -0.62], [2.37, -0.88, 0.00], [-2.23, 0.22, 0.25], [-1.01, 1.04, 0.11], [-2.41, -0.85, -0.41], [1.34, -1.63, 0.07], [3.09, -0.79, -0.80], [0.64, -1.75, 0.85], [1.12, -2.30, -0.74], [-1.71, -1.25, -1.08], [-2.91, 0.48, 1.04], [-3.31, -1.45, -0.21], [0.93, 3.08, 0.30], [2.56, -0.17, 0.80], [-1.07, 1.92, 0.74]]
}


(3)
{
  "formula": "C14H20FN3O",
  "method": "wB97M-V/def2-TZVPD",
  "total_energy_ha": -884.354981,
  "homo_lumo_gap_ha": 0.2955,
  "e_above_lowest_kj_mol": 1366.62,
  "symbols": ["F", "O", "N", "N", "N", "C", "C", "C", "C", "C", "C", "C", "C", "C", "C", "C", "C", "C", "C", "H", "H", "H", "H", "H", "H", "H", "H", "H", "H", "H", "H", "H", "H", "H", "H", "H", "H", "H", "H"],
  "coordinates": [[-4.13, -4.80, -4.01], [-1.63, -1.01, 0.66], [1.96, 0.91, 0.24], [-1.41, -1.96, -1.36], [2.75, 3.12, 1.55], [0.91, 0.40, 0.40], [-2.74, -2.75, -1.39], [1.77, 3.17, 0.42], [-0.97, -1.23, -0.46], [-4.73, -3.65, -0.78], [2.04, 2.12, -0.45], [2.72, 4.21, 2.55], [-3.51, -2.88, -0.38], [-2.71, -3.37, -2.73], [-4.08, -4.00, -2.87], [0.11, -0.41, -0.62], [2.92, 1.86, 2.47], [-4.84, -4.34, -1.81], [3.13, 0.82, 1.35], [1.11, -1.25, -0.97], [0.10, 0.13, -1.51], [2.00, 4.16, -0.12], [3.09, 2.27, -0.96], [1.27, 2.18, -1.11], [2.94, 5.05, 2.07], [-3.45, -2.35, 0.62], [0.14, 1.04, 0.68], [0.82, 3.17, 1.05], [3.60, 2.02, 3.00], [-5.40, -3.79, 0.15], [3.26, -0.13, 1.58], [1.78, 4.28, 3.05], [-5.87, -4.70, -2.18], [-0.92, -1.89, -2.47], [1.81, 1.85, 2.71], [4.04, 0.98, 0.83], [0.89, -0.34, 1.29], [3.40, 4.38, 3.20], [-2.17, -3.26, -3.67]]
}


(4)
{
  "formula": "C9H7Cl2GaNO3Yb",
  "method": "wB97M-V/def2-TZVPD",
  "total_energy_ha": -4629.762693,
  "homo_lumo_gap_ha": [0.2033, 0.1647],
  "e_above_lowest_kj_mol": 0.00,
  "spin_multiplicity": 2,
  "charge": 4,
  "symbols": ["Yb", "Ga", "Cl", "Cl", "O", "O", "O", "N", "C", "C", "C", "C", "C", "C", "C", "C", "C", "H", "H", "H", "H", "H", "H", "H"],
  "coordinates": [[-2.67, 5.23, -0.03], [1.08, 1.16, 0.29], [-3.82, 3.97, -1.67], [-0.75, 2.11, 1.14], [-5.32, 7.56, -1.34], [-3.39, 8.85, 0.19], [3.93, 0.96, -0.78], [0.87, -0.96, 0.23], [1.24, -1.63, -0.90], [2.86, 1.02, -0.32], [-4.72, 6.61, -1.14], [0.91, -3.02, 1.44], [1.30, -3.00, -0.92], [1.14, -3.73, 0.25], [0.83, -1.63, 1.40], [1.17, -5.23, 0.22], [-2.96, 7.77, 0.28], [0.80, -1.03, 2.30], [1.53, -3.51, -1.87], [0.85, -3.51, 2.41], [0.24, -5.69, 0.60], [1.58, -1.05, -1.76], [1.30, -5.57, -0.81], [2.00, -5.67, 0.79]]
}


(5)
{
  "formula": "CH3BrFOP",
  "method": "wB97M-V/def2-TZVPD",
  "total_energy_ha": -3130.339231,
  "homo_lumo_gap_ha": 0.3155,
  "e_above_lowest_kj_mol": 342.96,
  "symbols": ["Br", "P", "F", "O", "C", "H", "H", "H"],
  "coordinates": [[0.38, 0.77, -2.00], [0.55, -1.03, -0.64], [-0.15, 3.15, 1.02], [1.06, -2.10, -1.46], [-0.55, -1.17, 0.63], [-0.02, -2.00, 1.22], [-1.13, -0.42, 1.14], [-0.15, 2.80, 0.09]]
}


(6)
{
  "formula": "C28H68N4O8",
  "method": "wB97M-V/def2-TZVPD",
  "total_energy_ha": -1928.293421,
  "homo_lumo_gap_ha": 0.3102,
  "e_above_lowest_kj_mol": 157.32,
  "symbols": ["O", "O", "O", "O", "O", "O", "O", "O", "N", "N", "N", "N", "C", "C", "C", "C", "C", "C", "C", "C", "C", "C", "C", "C", "C", "C", "C", "C", "C", "C", "C", "C", "C", "C", "C", "C", "C", "C", "C", "C", "H", "H", "H", "H", "H", "H", "H", "H", "H", "H", "H", "H", "H", "H", "H", "H", "H", "H", "H", "H", "H", "H", "H", "H", "H", "H", "H", "H", "H", "H", "H", "H", "H", "H", "H", "H", "H", "H", "H", "H", "H", "H", "H", "H", "H", "H", "H", "H", "H", "H", "H", "H", "H", "H", "H", "H", "H", "H", "H", "H", "H", "H", "H", "H", "H", "H", "H", "H"],
  "coordinates": [[-2.82, 4.83, -0.60], [1.78, -0.68, 0.29], [0.35, 1.22, -1.31], [0.53, 4.47, -3.93], [4.88, 3.07, -1.49], [-8.18, -4.19, 1.56], [-4.20, -0.17, -0.78], [7.37, -2.66, 0.75], [0.09, 4.03, -1.20], [0.83, -1.57, 0.81], [4.74, 0.03, 0.79], [-6.79, -1.89, 1.06], [-0.15, -3.90, 2.22], [1.99, -1.54, 2.95], [1.36, 4.68, -1.62], [8.81, -2.86, 0.71], [2.25, -3.44, 0.06], [5.12, 0.79, -0.35], [1.66, 4.40, -3.08], [4.36, 2.17, -0.53], [-8.32, -5.36, 2.39], [0.82, -2.83, 0.07], [0.78, 3.94, -5.19], [5.36, -1.34, 0.81], [-2.82, 0.06, -0.65], [0.20, 1.02, -2.69], [-6.28, -0.95, 0.07], [4.77, 2.52, -2.82], [-0.45, 4.55, 0.02], [-8.22, -1.67, 1.28], [-1.89, 4.14, 0.25], [-4.79, -1.03, 0.15], [-3.38, 6.05, -0.14], [-0.06, -0.05, 2.68], [0.62, -1.36, 2.28], [-0.34, -2.49, 2.88], [-0.19, -3.81, 0.72], [-8.73, -2.94, 2.09], [0.40, -2.52, -1.39], [6.92, -1.33, 0.93], [2.17, 4.24, -1.03], [1.11, -1.87, -1.90], [-0.88, -4.59, 2.63], [-2.24, 4.09, 1.29], [-0.01, 4.01, -5.93], [2.49, 5.00, -3.43], [2.27, -4.37, -0.50], [-8.69, -1.47, 0.32], [-1.97, 3.10, -0.05], [-0.54, 4.30, -1.93], [2.55, -0.61, 2.82], [4.61, 2.73, 0.38], [5.52, 1.75, -2.96], [3.77, 2.08, -2.92], [-0.40, 5.63, -0.10], [-4.12, 6.42, -0.86], [6.17, 1.07, -0.30], [-9.37, -5.52, 2.63], [4.85, -1.85, 1.62], [1.84, -1.63, 4.02], [1.31, 5.76, -1.47], [-4.50, -0.68, 1.14], [2.36, -3.77, 1.09], [0.24, 2.15, -1.09], [7.40, -0.73, 0.15], [-0.05, -2.54, 3.92], [-2.47, 0.60, -1.53], [9.22, -2.55, -0.25], [1.11, 1.18, -3.26], [0.79, -4.24, 2.64], [9.28, -2.42, 1.59], [-2.60, 0.71, 0.20], [-6.57, -1.05, -0.97], [-2.32, -0.88, -0.44], [-7.83, -5.15, 3.34], [-3.84, 5.88, 0.83], [0.56, 0.74, 2.25], [-7.95, -6.27, 1.91], [7.30, -0.92, 1.86], [5.11, -1.85, -0.12], [-1.05, 0.13, 2.25], [8.95, -3.90, 1.01], [-0.63, -2.18, -1.52], [5.00, 3.16, -3.67], [-0.01, -0.03, -2.89], [0.17, 4.26, 0.87], [-2.59, 6.77, 0.06], [-8.39, -2.73, 3.10], [3.06, -2.79, -0.28], [-1.18, -3.50, 0.42], [1.67, 4.43, -5.60], [2.05, 3.39, -3.12], [-1.39, -2.21, 2.93], [0.05, -4.84, 0.43], [-8.30, -0.76, 1.87], [3.28, 2.01, -0.50], [-0.66, 1.59, -3.05], [1.21, 0.01, -0.07], [-0.12, 0.23, 3.73], [-6.45, 0.08, 0.40], [0.77, 2.85, -5.16], [4.87, 0.06, -1.12], [2.52, -2.44, 2.62], [3.74, -0.09, 0.90], [-9.81, -3.08, 2.15], [0.36, -3.39, -2.05], [-4.46, -2.05, -0.06], [-6.71, -2.84, 0.74]]
}


(7)
{
  "formula": "C5H14O2",
  "method": "wB97M-V/def2-TZVPD",
  "total_energy_ha": -349.279816,
  "homo_lumo_gap_ha": 0.3566,
  "e_above_lowest_kj_mol": 252.01,
  "symbols": ["O", "O", "C", "C", "C", "C", "C", "H", "H", "H", "H", "H", "H", "H", "H", "H", "H", "H", "H", "H", "H"],
  "coordinates": [[0.88, -3.45, -1.95], [-3.77, -4.07, 1.71], [-0.39, 2.39, -0.50], [0.37, 1.71, 0.58], [1.59, -0.06, 1.61], [0.58, 2.87, -1.63], [0.39, 0.47, 0.97], [1.57, 2.82, -1.20], [-0.65, 0.09, 0.70], [1.51, -4.33, -1.98], [-4.35, -3.84, 2.42], [0.43, 1.99, -2.32], [-0.95, 1.56, -0.92], [0.76, -3.05, -2.82], [1.42, -0.90, 2.46], [2.11, 0.74, 2.18], [-4.43, -4.03, 1.02], [1.25, 2.36, 0.96], [0.39, 3.94, -1.96], [2.28, -0.36, 0.79], [-1.00, 3.14, -0.12]]
}


(8)
{
  "formula": "C3H8",
  "method": "wB97M-V/def2-TZVPD",
  "total_energy_ha": -119.011059,
  "homo_lumo_gap_ha": 0.3920,
  "e_above_lowest_kj_mol": 221.63,
  "symbols": ["C", "C", "C", "H", "H", "H", "H", "H", "H", "H", "H"],
  "coordinates": [[3.54, 0.86, -2.47], [-4.28, -1.31, 2.24], [3.63, 1.27, -1.22], [-4.30, -2.34, 1.84], [3.82, 0.60, -0.43], [3.30, 2.32, -1.12], [-5.23, -0.95, 1.87], [-4.25, -1.26, 3.30], [4.35, 0.23, -2.83], [-3.36, -0.88, 1.87], [2.78, 1.46, -3.04]]
}


> Number 2 is which compound?

C4H9N2O2